No. 1
{
  "formula": "C16H20N2O3",
  "method": "wB97M-V/def2-TZVPD",
  "elements": ["C", "C", "C", "O", "N", "C", "C", "C", "C", "C", "C", "O", "H", "H", "H", "H", "C", "H", "H", "C", "O", "N", "C", "H", "C", "C", "C", "C", "H", "H", "H", "H", "H", "H", "H", "H", "H", "H", "H", "H", "H"],
  "coordinates": [[-3.433, -3.163, -0.800], [-3.210, -1.897, 0.016], [-1.734, -1.741, 0.376], [-0.994, -2.699, 0.490], [-1.333, -0.473, 0.653], [-2.174, 0.629, 0.430], [-1.856, 1.910, 0.860], [-2.687, 2.977, 0.565], [-3.841, 2.780, -0.171], [-4.180, 1.506, -0.591], [-3.361, 0.430, -0.283], [-3.732, -0.806, -0.719], [-5.073, 1.321, -1.166], [-4.481, 3.613, -0.416], [-2.420, 3.966, 0.903], [-0.947, 2.093, 1.410], [0.051, -0.276, 1.023], [0.465, -1.279, 1.166], [0.114, 0.284, 1.960], [0.807, 0.435, -0.107], [0.245, 0.750, -1.137], [2.108, 0.708, 0.127], [2.908, 0.217, 1.227], [2.277, -0.139, 2.039], [3.837, -0.899, 0.742], [4.720, -0.377, -0.389], [3.850, 0.193, -1.507], [2.912, 1.261, -0.947], [2.230, 1.623, -1.718], [3.490, 2.103, -0.551], [4.471, 0.627, -2.291], [3.250, -0.605, -1.949], [5.348, -1.182, -0.775], [5.378, 0.406, -0.004], [4.448, -1.252, 1.573], [3.233, -1.734, 0.381], [3.511, 1.053, 1.602], [-3.755, -1.973, 0.978], [-4.496, -3.329, -0.944], [-2.957, -3.053, -1.771], [-2.991, -4.008, -0.282]],
  "forces_ev_per_angstrom": [[0.1, 0.3, 0.2], [-0.1, -0.6, 0.2], [-0.2, -0.1, 0.0], [-0.1, -0.1, -0.1], [0.4, 0.1, 0.1], [-0.5, 0.1, -0.1], [-0.1, -0.1, 0.0], [0.0, 0.0, 0.0], [0.0, 0.0, 0.0], [0.1, -0.2, 0.0], [0.0, 0.3, 0.3], [0.2, 0.1, -0.2], [-0.1, 0.0, -0.1], [-0.1, 0.1, 0.0], [0.0, 0.1, 0.0], [0.1, 0.0, 0.0], [-0.1, -0.1, -0.2], [0.0, 0.2, 0.1], [0.1, -0.1, -0.1], [-0.2, 0.0, 0.3], [-0.1, -0.1, -0.2], [0.3, 0.3, 0.0], [0.1, -0.4, 0.2], [0.0, 0.1, 0.0], [0.1, 0.3, 0.1], [-0.2, -0.2, -0.1], [0.1, 0.2, 0.2], [-0.1, 0.0, -0.5], [0.1, 0.0, 0.1], [0.0, 0.0, 0.0], [0.0, 0.0, -0.1], [0.0, 0.0, -0.1], [0.1, 0.0, 0.0], [0.1, 0.0, 0.0], [0.0, -0.1, 0.0], [0.0, -0.1, 0.0], [-0.1, -0.1, 0.1], [0.1, 0.1, -0.2], [-0.1, 0.0, 0.0], [0.1, 0.0, -0.1], [0.0, -0.1, 0.0]],
  "nbo_charge": [-0.61, 0.02, 0.67, -0.61, -0.43, 0.18, -0.24, -0.22, -0.22, -0.23, 0.25, -0.48, 0.22, 0.21, 0.21, 0.21, -0.34, 0.27, 0.22, 0.68, -0.62, -0.44, -0.21, 0.21, -0.41, -0.40, -0.41, -0.22, 0.25, 0.19, 0.21, 0.21, 0.21, 0.19, 0.21, 0.20, 0.19, 0.19, 0.22, 0.22, 0.24],
  "smiles": "C[C@@H]1Oc2ccccc2N(CC(=O)N2CCCCC2)C1=O",
  "gap_ha": 0.3246,
  "multiplicity": 1,
  "e_homo_ev": -8.09
}

---

No. 2
{
  "formula": "C16H20N2O4S2",
  "method": "wB97M-V/def2-TZVPD",
  "elements": ["C", "C", "H", "H", "S", "O", "O", "N", "C", "H", "C", "N", "S", "O", "O", "C", "C", "C", "C", "C", "C", "C", "C", "C", "C", "H", "H", "H", "H", "H", "H", "H", "C", "H", "C", "H", "H", "H", "H", "H", "H", "H", "H", "H"],
  "coordinates": [[-6.770, -0.772, -0.852], [-5.342, -0.323, -1.069], [-4.824, -0.919, -1.814], [-5.270, 0.733, -1.308], [-4.434, -0.575, 0.487], [-5.011, 0.270, 1.491], [-4.352, -1.984, 0.736], [-2.908, -0.026, 0.040], [-2.643, 1.369, 0.323], [-3.542, 1.941, 0.096], [-1.465, 1.815, -0.545], [-0.305, 0.978, -0.320], [0.591, 1.357, 1.061], [0.221, 0.555, 2.194], [0.555, 2.783, 1.199], [2.211, 0.852, 0.503], [2.863, -0.175, 1.119], [4.142, -0.568, 0.668], [4.859, -1.621, 1.273], [6.098, -1.974, 0.813], [6.672, -1.291, -0.271], [6.001, -0.267, -0.879], [4.722, 0.124, -0.430], [4.008, 1.183, -1.036], [2.772, 1.543, -0.578], [2.208, 2.351, -1.013], [4.460, 1.704, -1.867], [6.442, 0.261, -1.712], [7.652, -1.582, -0.620], [6.644, -2.779, 1.280], [4.411, -2.140, 2.107], [2.397, -0.673, 1.955], [-0.581, -0.436, -0.464], [0.314, -0.979, -0.158], [-1.781, -0.870, 0.382], [-2.067, -1.900, 0.172], [-1.521, -0.775, 1.444], [-0.778, -0.631, -1.523], [-1.171, 2.835, -0.298], [-1.729, 1.747, -1.604], [-2.390, 1.516, 1.382], [-7.366, -0.643, -1.753], [-6.780, -1.820, -0.563], [-7.212, -0.192, -0.046]],
  "forces_ev_per_angstrom": [[-0.1, 0.0, 0.1], [0.2, -0.2, 0.8], [0.1, 0.0, -0.1], [0.1, 0.1, -0.1], [0.1, 0.2, -0.9], [0.1, 0.3, 0.0], [0.2, -0.2, -0.1], [-0.9, -0.4, 0.2], [0.0, 0.6, -0.1], [0.1, 0.2, 0.0], [-0.4, 0.4, 0.2], [0.8, 0.4, 0.8], [0.3, -0.1, -0.5], [0.1, -0.2, -0.1], [0.0, 0.1, -0.2], [-0.5, -0.2, 0.4], [-0.2, 0.1, 0.1], [0.2, 0.2, -0.3], [0.1, -0.1, 0.0], [-0.2, -0.1, 0.2], [0.0, 0.2, -0.2], [0.1, -0.1, 0.0], [-0.1, -0.2, 0.3], [-0.3, 0.2, 0.1], [0.3, 0.1, -0.3], [0.0, 0.1, -0.2], [0.0, 0.1, -0.1], [0.1, 0.0, -0.1], [0.1, 0.0, -0.1], [0.0, -0.1, 0.1], [0.0, -0.1, 0.1], [0.0, -0.1, 0.1], [-0.2, -0.5, 0.1], [-0.1, -0.2, -0.1], [0.3, -0.5, 0.1], [0.2, 0.0, 0.0], [-0.1, -0.1, -0.1], [0.1, 0.0, 0.1], [-0.2, 0.0, -0.1], [0.0, 0.0, 0.1], [-0.1, 0.0, -0.1], [0.0, 0.0, 0.0], [-0.1, -0.1, 0.0], [-0.2, 0.0, 0.0]],
  "nbo_charge": [-0.63, -0.63, 0.23, 0.23, 2.31, -0.94, -0.95, -0.70, -0.24, 0.22, -0.24, -0.67, 2.31, -0.94, -0.94, -0.36, -0.09, -0.12, -0.16, -0.21, -0.20, -0.21, 0.04, -0.19, -0.20, 0.24, 0.22, 0.21, 0.22, 0.22, 0.22, 0.23, -0.24, 0.22, -0.26, 0.24, 0.22, 0.21, 0.25, 0.20, 0.21, 0.22, 0.23, 0.23],
  "smiles": "CCS(=O)(=O)N1CCN(S(=O)(=O)c2ccc3ccccc3c2)CC1",
  "gap_ha": 0.3272,
  "multiplicity": 1,
  "e_homo_ev": -8.86
}

---

No. 3
{
  "formula": "C16H20N2OPRe",
  "method": "wB97M-V/def2-TZVPD",
  "elements": ["C", "C", "C", "C", "C", "Re", "P", "H", "H", "H", "H", "H", "H", "H", "H", "C", "N", "N", "C", "O", "C", "C", "C", "C", "C", "C", "C", "C", "C", "H", "H", "H", "H", "H", "H", "H", "H", "H", "H", "H", "H"],
  "coordinates": [[-1.626, 1.053, -0.571], [-1.877, 2.401, -0.413], [-1.069, 3.261, 0.367], [0.067, 2.866, 1.112], [0.552, 1.575, 1.137], [0.000, 0.000, 0.000], [-0.672, -1.810, -1.451], [-2.410, 0.510, -1.124], [-2.778, 2.834, -0.865], [-1.386, 4.308, 0.452], [1.380, 1.417, 1.849], [0.543, 3.629, 1.741], [0.237, -2.262, -2.439], [-1.821, -1.591, -2.250], [-1.017, -3.051, -0.858], [2.962, -5.429, 1.686], [2.161, -4.214, 1.474], [2.571, -3.061, 0.943], [1.516, -2.190, 0.972], [1.557, -1.043, 0.541], [0.412, -2.821, 1.508], [0.862, -4.089, 1.836], [0.058, -5.165, 2.499], [3.844, -2.812, 0.300], [4.404, -3.783, -0.558], [5.605, -3.540, -1.227], [6.268, -2.327, -1.047], [5.721, -1.350, -0.210], [4.508, -1.583, 0.450], [2.954, -5.694, 2.763], [4.025, -5.295, 1.417], [2.535, -6.271, 1.101], [-0.576, -2.410, 1.665], [0.014, -6.061, 1.845], [0.538, -5.444, 3.461], [-0.974, -4.815, 2.707], [3.896, -4.721, -0.742], [6.015, -4.291, -1.891], [7.200, -2.142, -1.565], [6.237, -0.408, -0.078], [4.099, -0.814, 1.091]],
  "forces_ev_per_angstrom": [[-0.2, -0.5, -0.2], [0.0, 0.7, 0.3], [0.0, 0.1, 0.0], [-0.5, 0.4, -0.1], [0.2, -0.2, 0.2], [-1.6, 3.0, 0.0], [-0.7, -1.3, -1.3], [0.0, 0.4, 0.1], [0.4, -0.1, 0.2], [0.1, -0.4, 0.0], [-0.2, 0.1, -0.2], [-0.2, -0.2, -0.3], [-0.2, 0.0, 0.2], [0.3, -0.1, 0.1], [0.0, 0.2, -0.3], [0.4, -0.4, 0.4], [-0.9, -2.1, 1.0], [1.0, 1.9, -0.8], [0.2, -2.3, 0.8], [2.9, 2.0, -0.7], [0.2, -1.5, 0.7], [-0.7, 0.0, 0.1], [0.3, -0.4, 0.1], [0.8, -0.2, -0.7], [-0.2, 0.4, 0.1], [-0.2, 0.4, 0.4], [-0.3, 0.1, 0.2], [-0.4, -0.7, -0.2], [0.0, -0.4, 0.1], [-0.2, 0.2, -0.6], [-0.8, 0.2, 0.0], [0.3, 0.6, 0.3], [0.2, -0.1, 0.1], [0.0, 0.4, 0.5], [-0.4, 0.0, -0.5], [0.8, -0.2, -0.2], [-0.1, 0.0, 0.0], [-0.1, 0.0, 0.1], [0.0, 0.0, 0.0], [-0.1, 0.0, 0.0], [-0.1, -0.1, 0.0]],
  "nbo_charge": [-0.52, -0.24, -0.13, -0.23, -0.50, 1.09, 0.10, 0.18, 0.21, 0.22, 0.20, 0.21, 0.05, 0.06, 0.04, -0.44, -0.15, -0.20, 0.56, -0.71, -0.43, 0.27, -0.66, 0.17, -0.26, -0.19, -0.18, -0.19, -0.22, 0.23, 0.26, 0.23, 0.25, 0.24, 0.25, 0.25, 0.22, 0.23, 0.23, 0.24, 0.24],
  "total_charge": 1,
  "gap_ha": [0.2714, 0.2412],
  "s2": 4.21,
  "multiplicity": 4,
  "e_homo_ev": [-10.99, -10.47]
}

---

No. 4
{
  "formula": "C16H20N4O3",
  "method": "wB97M-V/def2-TZVPD",
  "elements": ["O", "C", "N", "C", "C", "C", "C", "N", "C", "H", "H", "C", "H", "O", "C", "H", "C", "H", "H", "H", "H", "C", "N", "O", "N", "C", "H", "H", "H", "C", "H", "C", "H", "H", "C", "C", "H", "C", "H", "H", "H", "H", "H"],
  "coordinates": [[2.544, 1.540, 0.209], [2.696, 0.361, 0.438], [1.682, -0.552, 0.424], [0.335, -0.334, 0.139], [-0.256, 0.870, -0.154], [-1.630, 0.994, -0.424], [-2.524, -0.063, -0.433], [-3.844, 0.041, -0.802], [-4.840, -0.889, -0.308], [-5.496, -1.168, -1.140], [-4.347, -1.786, 0.058], [-5.665, -0.201, 0.813], [-5.798, -0.870, 1.664], [-4.984, 0.925, 1.314], [-4.851, 1.941, 0.345], [-4.080, 2.609, 0.733], [-4.447, 1.335, -1.018], [-5.335, 1.170, -1.637], [-3.776, 1.994, -1.566], [-5.794, 2.501, 0.246], [-6.656, 0.097, 0.439], [-1.941, -1.328, -0.129], [-2.447, -2.544, -0.039], [-1.442, -3.362, 0.268], [-0.276, -2.725, 0.388], [-0.527, -1.450, 0.151], [-1.979, 1.992, -0.627], [0.352, 1.758, -0.170], [1.903, -1.518, 0.622], [4.041, -0.288, 0.754], [3.902, -0.938, 1.622], [4.533, -1.105, -0.462], [3.721, -1.379, -1.136], [5.016, -2.022, -0.118], [5.563, -0.201, -1.132], [6.274, 0.438, 0.055], [6.849, 1.319, -0.222], [5.126, 0.772, 1.009], [5.445, 0.786, 2.050], [4.710, 1.751, 0.765], [6.951, -0.286, 0.513], [6.237, -0.752, -1.787], [5.057, 0.568, -1.716]],
  "forces_ev_per_angstrom": [[-0.2, 0.2, -0.1], [0.3, -0.4, 0.3], [-0.2, -0.4, 0.1], [0.0, 1.0, -0.2], [0.9, -0.6, 0.3], [-1.1, -0.4, -0.1], [0.1, 0.9, -0.2], [-0.1, 0.0, -0.3], [-0.1, -0.1, 0.2], [0.0, -0.1, 0.1], [-0.3, 0.2, -0.1], [-0.1, -0.1, 0.0], [-0.1, 0.0, -0.1], [0.1, 0.0, 0.2], [0.0, 0.1, -0.1], [-0.1, 0.0, -0.1], [0.0, 0.1, 0.1], [0.1, 0.0, 0.0], [-0.1, 0.0, 0.0], [0.1, 0.0, 0.0], [0.0, 0.0, 0.0], [1.1, -0.9, 0.4], [-0.4, 0.5, -0.2], [0.0, -0.2, 0.0], [0.8, 0.8, 0.0], [-1.1, -0.8, -0.1], [-0.1, 0.1, 0.0], [0.1, 0.0, 0.0], [0.2, 0.2, 0.0], [0.0, 0.2, 0.1], [0.0, 0.0, 0.0], [0.0, 0.0, -0.2], [0.0, -0.1, 0.0], [0.0, 0.0, 0.0], [0.1, -0.1, 0.1], [0.0, 0.0, -0.1], [0.1, 0.0, 0.0], [0.1, 0.1, 0.1], [0.0, 0.0, 0.0], [0.0, 0.0, 0.1], [0.1, 0.0, 0.0], [0.0, 0.0, -0.1], [0.0, 0.0, -0.1]],
  "nbo_charge": [-0.61, 0.70, -0.60, 0.08, -0.20, -0.28, 0.18, -0.39, -0.25, 0.19, 0.24, -0.09, 0.20, -0.52, -0.08, 0.19, -0.25, 0.20, 0.22, 0.17, 0.16, 0.05, -0.09, -0.09, -0.12, 0.13, 0.21, 0.26, 0.41, -0.32, 0.22, -0.39, 0.21, 0.21, -0.40, -0.40, 0.21, -0.41, 0.21, 0.24, 0.19, 0.21, 0.20],
  "smiles": "O=C(Nc1ccc(N2CCOCC2)c2nonc12)C1CCCC1",
  "gap_ha": 0.2631,
  "multiplicity": 1,
  "e_homo_ev": -7.38
}

---

No. 5
{
  "formula": "C16H20N4O3S",
  "method": "wB97M-V/def2-TZVPD",
  "elements": ["C", "H", "H", "H", "C", "C", "N", "N", "C", "N", "C", "O", "C", "H", "C", "C", "O", "N", "H", "C", "C", "C", "C", "C", "C", "C", "H", "H", "O", "C", "H", "H", "H", "H", "H", "H", "H", "H", "H", "H", "H", "S", "H", "H"],
  "coordinates": [[0.353, 5.380, -0.614], [-0.720, 5.212, -0.795], [0.703, 6.189, -0.207], [0.834, 5.320, -1.715], [0.890, 4.277, -0.039], [0.530, 3.040, -0.414], [1.316, 2.247, -0.747], [1.052, 0.983, -1.414], [-0.239, 1.012, -1.382], [-1.141, -0.066, -1.832], [-2.305, -0.025, -1.564], [-2.892, 0.981, -1.259], [-3.219, -1.266, -2.385], [-2.590, -1.720, -2.979], [-3.056, -2.345, -1.182], [-1.777, -2.754, -0.758], [-1.022, -2.806, -1.778], [-1.543, -3.281, 0.420], [-2.084, -3.390, 1.113], [-0.163, -3.719, 0.909], [0.789, -2.583, 1.215], [0.316, -1.193, 1.500], [1.191, -0.296, 1.827], [2.399, -0.487, 2.272], [3.135, -1.977, 2.018], [2.015, -2.982, 1.707], [2.232, -3.871, 1.589], [4.002, -2.190, 2.492], [3.295, 0.468, 2.559], [2.972, 1.720, 2.331], [4.069, 2.217, 2.584], [2.852, 1.951, 1.144], [2.249, 2.014, 2.998], [0.693, 0.794, 1.623], [-0.751, -0.994, 0.971], [-0.112, -4.624, 1.697], [0.436, -4.236, -0.235], [-3.880, -3.152, -1.146], [-3.506, -1.918, -0.110], [-4.094, -0.954, -2.280], [-0.796, -0.914, -2.021], [-1.094, 2.570, -0.398], [2.010, 4.443, 0.293], [0.391, 4.433, 1.126]],
  "forces_ev_per_angstrom": [[-2.4, -0.9, -9.1], [0.2, 1.0, 0.3], [1.0, 4.9, 2.2], [-1.2, 0.8, 1.6], [4.3, 2.3, 11.1], [-6.5, 0.5, 1.1], [10.7, -7.0, -4.4], [-3.7, 2.6, 1.7], [-2.0, -0.8, 0.7], [11.1, 4.6, 0.5], [-12.2, -0.3, -3.2], [-1.7, 0.9, 2.0], [7.8, -0.8, 9.0], [2.1, -1.6, -4.8], [-7.3, 1.8, 4.1], [2.0, -2.3, -4.8], [1.2, 0.1, 2.4], [8.1, -0.7, -2.9], [-6.1, -0.2, 5.6], [1.8, -2.3, -4.5], [-2.3, 2.3, 3.1], [-4.0, -7.4, -5.1], [-3.4, 7.5, -0.4], [7.6, -5.6, -0.8], [-10.2, 2.5, -0.1], [2.3, 11.5, 0.6], [2.5, -8.9, -0.9], [2.7, -0.7, 1.1], [0.6, -4.7, 0.7], [4.9, 4.5, -3.8], [-3.1, -0.3, -0.5], [-0.4, -0.4, 2.8], [-2.0, 1.5, 1.1], [1.8, -2.2, 1.1], [2.6, 0.1, 1.8], [-0.8, 2.3, -1.8], [-2.1, 1.2, 3.5], [1.7, 0.4, -0.9], [0.6, 0.1, -2.4], [-7.6, 2.6, -0.8], [2.6, -4.0, -1.2], [-0.5, -3.5, -2.6], [-1.9, -0.9, -1.3], [1.2, -0.9, -2.1]],
  "nbo_charge": [-0.57, 0.22, 0.22, 0.17, -0.39, 0.00, -0.29, -0.26, 0.33, -0.63, 0.70, -0.63, -0.42, 0.24, -0.47, 0.63, -0.69, -0.57, 0.39, -0.25, -0.10, -0.14, -0.38, 0.36, -0.19, -0.17, 0.17, 0.20, -0.50, -0.26, 0.18, 0.20, 0.17, 0.24, 0.21, 0.24, 0.23, 0.26, 0.19, 0.22, 0.44, 0.31, 0.24, 0.17],
  "gap_ha": 0.3066,
  "multiplicity": 1,
  "e_homo_ev": -8.01
}

---

Across the entries above, energy above the lowest of the compared OMol25 structures with the same formula, charge and spin takes the values 109.3, 182.8, 0.0, 379.3, 1694.9 kJ/mol, respectively.